1.
{"formula": "C33H23BF6", "method": "the ωB97M-V functional and the def2-TZVPD basis", "homo_energy_ev": -7.62, "charge": 0, "orbital_gap_ha": 0.175, "e_tot_ha": -1895.236855, "symbols": ["F", "C", "C", "C", "C", "C", "F", "C", "B", "C", "C", "F", "C", "C", "C", "C", "F", "C", "C", "F", "C", "C", "C", "C", "F", "H", "H", "H", "H", "H", "H", "H", "H", "H", "H", "C", "C", "C", "C", "C", "C", "C", "C", "C", "C", "C", "C", "C", "C", "C", "H", "H", "H", "H", "H", "H", "H", "H", "H", "H", "H", "H", "H"], "xyz": [[1.42839, 2.68421, 1.47422], [0.15719, 2.97213, 1.04495], [-0.11467, 4.29590, 0.72496], [-1.39374, 4.63826, 0.28364], [-2.37613, 3.65223, 0.14309], [-2.06563, 2.38160, 0.58453], [-3.15355, 1.53516, 0.74433], [-0.81116, 1.95487, 1.03089], [-0.58823, 0.47868, 1.58933], [0.77278, 0.16520, 2.38433], [1.75843, -0.71447, 1.95215], [1.47041, -1.59002, 0.92642], [2.97462, -0.92264, 2.59651], [3.14969, -0.38198, 3.87128], [2.12679, 0.38758, 4.43714], [1.00130, 0.66634, 3.67430], [0.05272, 1.47772, 4.23902], [-1.76719, -0.03402, 2.53507], [-1.94613, -1.40309, 2.73393], [-1.20331, -2.27501, 1.97533], [-2.82005, -1.93510, 3.67141], [-3.56830, -1.06115, 4.46190], [-3.47010, 0.31942, 4.26583], [-2.55661, 0.79005, 3.33823], [-2.44420, 2.14828, 3.25858], [-0.66405, -0.25173, 0.40704], [0.67909, 5.03441, 0.83427], [-1.61952, 5.66515, 0.00899], [-3.36928, 3.85328, -0.25632], [3.72665, -1.54036, 2.10476], [4.06476, -0.57601, 4.43401], [2.19094, 0.78654, 5.44983], [-2.89909, -3.01946, 3.76624], [-4.26508, -1.44000, 5.21063], [-4.06286, 1.04516, 4.81841], [1.94641, -1.60366, -1.99357], [3.16740, -1.49391, -2.73358], [4.41697, -1.71968, -2.08813], [5.61302, -1.57960, -2.78714], [5.60296, -1.23087, -4.14596], [4.38005, -1.02393, -4.80004], [3.17838, -1.13912, -4.10828], [0.75420, -1.00516, -2.34614], [-0.41791, -0.93999, -1.59123], [-1.67485, -0.90753, -2.25448], [-2.81721, -0.26686, -1.71559], [-3.93191, -0.01647, -2.50236], [-3.99365, -0.49183, -3.81997], [-2.92782, -1.24335, -4.33652], [-1.79672, -1.46492, -3.56920], [1.98710, -2.16729, -1.07506], [4.41778, -1.99393, -1.03171], [6.56318, -1.74239, -2.27769], [6.53688, -1.11311, -4.69349], [4.35901, -0.76886, -5.85896], [2.22318, -0.98748, -4.61967], [0.72410, -0.54507, -3.33684], [-0.35852, -0.96888, -0.49957], [-2.77063, 0.06989, -0.68340], [-4.76700, 0.55645, -2.09669], [-4.86400, -0.29215, -4.44511], [-2.97511, -1.65100, -5.34666], [-0.97022, -2.05640, -3.96220]], "forces_ev_per_a": [[-0.6853, 0.1921, -0.3286], [-0.4453, -0.1324, -0.0301], [0.0348, 0.0048, 0.0109], [0.0723, -0.3185, -0.4334], [0.2959, 0.2913, 0.1399], [-0.1169, 0.0173, 0.4301], [0.7065, 0.2893, -0.6388], [0.2244, 0.8037, 0.1947], [-0.4082, -1.1554, -1.8246], [0.2900, -0.2476, 0.1323], [-0.0826, -0.1855, 0.8651], [0.2968, 0.7107, -0.2483], [-0.1294, -0.1146, 0.0803], [-0.1829, 0.1709, -0.1906], [0.0476, 0.0176, -0.0666], [0.1722, 0.1042, -0.1172], [0.6522, -0.4251, -0.4208], [-0.1941, -0.1838, 0.2135], [-0.2938, 0.3833, 0.2227], [-0.3814, 0.3638, 0.3764], [0.0391, -0.2441, 0.0257], [-0.1961, 0.2476, -0.2600], [0.1448, -0.2583, 0.0520], [-0.1464, -0.2593, 0.1826], [-0.0138, -0.6065, 0.0212], [-0.0518, 1.7435, 3.1875], [-0.2527, -0.1355, -0.0458], [0.0770, -0.1586, 0.0358], [0.2085, 0.0816, 0.3034], [-0.1890, 0.0167, 0.3195], [-0.2826, 0.0813, -0.2115], [0.0504, -0.0863, -0.3127], [0.0055, 0.3324, 0.0620], [0.2212, -0.0001, -0.2479], [0.1243, -0.2571, 0.0204], [-0.8863, 0.7410, 0.5924], [1.1848, -0.0490, -0.9843], [-0.5810, -0.0761, -0.3358], [-0.0966, 0.1180, -0.1850], [-0.5010, -0.0232, 0.3152], [-0.0673, 0.0212, 0.1338], [0.1147, -0.1303, 0.4178], [0.9221, 0.1018, -0.8576], [0.1928, -1.9119, -0.6990], [-1.0147, 0.2789, -1.1030], [0.5903, -0.0531, 0.3042], [-0.2805, -0.2043, -0.3598], [0.3718, 0.0340, 0.3653], [0.0148, -0.1668, 0.1458], [0.2357, 0.6394, 0.2479], [0.0188, 0.1168, 0.3104], [0.0323, 0.0711, -0.2810], [-0.2884, 0.0508, -0.1167], [-0.2123, -0.0851, 0.1509], [0.0622, -0.0530, 0.2635], [0.4759, -0.0685, 0.0677], [-0.0606, -0.0449, 0.2152], [0.0238, -0.5100, -0.3559], [-0.0573, 0.1225, -0.2333], [0.2643, -0.2229, -0.0347], [0.2066, -0.0170, 0.2132], [-0.0618, 0.0738, 0.2943], [-0.2144, 0.1633, 0.0095]]}

2.
{"formula": "C33H24ClN3O4Ru", "method": "the ωB97M-V functional and the def2-TZVPD basis", "homo_energy_ev": -13.83, "charge": 2, "orbital_gap_ha": 0.206, "e_tot_ha": -2291.728001, "relative_energy_kcal_mol": 0.0, "symbols": ["Ru", "O", "C", "O", "C", "C", "C", "C", "C", "C", "N", "C", "C", "C", "C", "C", "C", "N", "H", "H", "H", "H", "H", "H", "H", "H", "H", "H", "Cl", "C", "C", "C", "C", "C", "C", "C", "O", "O", "H", "H", "H", "H", "N", "C", "C", "C", "C", "C", "C", "C", "C", "C", "C", "C", "C", "C", "H", "H", "H", "H", "H", "H", "H", "H", "H", "H"], "xyz": [[-0.40990, -0.03694, 0.17452], [-6.74965, 3.82000, -0.09331], [-5.67451, 4.38395, -0.65764], [-5.70484, 5.50373, -1.06770], [-4.40299, 3.56698, -0.75929], [-4.15782, 2.40635, -0.03741], [-2.93291, 1.76948, -0.15698], [-1.95515, 2.27393, -1.00203], [-2.19508, 3.43852, -1.72340], [-3.41097, 4.07832, -1.59302], [-0.69918, 1.59076, -1.02451], [0.24681, 1.82695, -1.84595], [1.47365, 1.07048, -1.65389], [2.62081, 1.27710, -2.38380], [3.75143, 0.51756, -2.08481], [3.68775, -0.41783, -1.07191], [2.49302, -0.58563, -0.37922], [1.42074, 0.14025, -0.66878], [-6.62218, 2.90148, 0.16395], [-4.88812, 1.99680, 0.64833], [-2.74956, 0.87503, 0.43634], [-1.43814, 3.87884, -2.35909], [-3.61135, 4.99880, -2.12435], [0.16381, 2.54509, -2.65473], [2.63548, 2.01823, -3.17137], [4.66623, 0.65791, -2.64459], [4.54380, -1.02389, -0.81247], [2.38906, -1.31104, 0.41669], [-3.07730, -7.75814, -1.53807], [-2.47077, -6.18275, -1.23173], [-1.60709, -5.98079, -0.15916], [-1.13102, -4.71200, 0.09345], [-1.51380, -3.64767, -0.72810], [-2.36824, -3.86523, -1.81194], [-2.84910, -5.13298, -2.06248], [-1.05658, -2.31216, -0.43036], [-0.42397, -2.02026, 0.66197], [-1.26307, -1.30730, -1.20322], [-1.31981, -6.81536, 0.46430], [-0.45614, -4.53448, 0.91978], [-2.65093, -3.03773, -2.44849], [-3.51219, -5.31986, -2.89505], [0.15666, 0.74369, 1.67932], [0.59444, 1.35602, 2.68512], [0.59756, 0.77302, 4.03658], [0.63733, -0.61381, 4.20235], [0.63206, -1.14848, 5.47620], [0.55066, -0.30637, 6.58074], [0.47633, 1.06921, 6.41320], [0.51773, 1.61716, 5.14156], [1.14796, 2.71468, 2.39947], [2.43278, 3.01407, 2.84345], [2.98973, 4.24017, 2.51524], [2.26434, 5.16071, 1.76811], [0.97869, 4.85887, 1.33651], [0.42024, 3.62682, 1.63945], [0.69197, -1.26105, 3.33419], [0.69128, -2.21952, 5.61287], [0.53712, -0.72649, 7.57744], [0.38145, 1.71784, 7.27300], [0.45506, 2.68902, 5.00494], [2.99038, 2.29316, 3.42784], [3.98699, 4.48419, 2.85537], [2.69978, 6.12248, 1.53225], [0.40678, 5.59291, 0.78435], [-0.59654, 3.39459, 1.34395]], "forces_ev_per_a": [[0.5514, 0.2767, 0.3234], [-0.0341, 0.0979, 0.0353], [0.0302, -0.0686, 0.0005], [-0.0247, 0.0287, -0.0114], [-0.0361, -0.0263, 0.0716], [0.0312, 0.0378, -0.0248], [0.0701, -0.0950, 0.0789], [0.0568, 0.0622, 0.0415], [0.0892, 0.0728, -0.0510], [0.0107, -0.0119, -0.0591], [-0.7930, 0.0566, 0.1397], [0.1554, -0.0467, -0.0802], [0.1353, -0.0614, -0.0926], [0.1352, -0.0236, -0.0133], [0.0006, 0.0101, -0.0496], [-0.0439, 0.0477, 0.0100], [0.0477, -0.1019, 0.1126], [-0.4224, -0.3527, 0.1272], [0.0419, -0.0468, -0.0731], [0.0088, -0.0131, 0.0010], [-0.0661, -0.0271, -0.0203], [-0.0164, -0.0070, -0.0079], [-0.0116, -0.0023, 0.0049], [0.0278, 0.0629, 0.0652], [-0.0065, 0.0000, 0.0043], [-0.0076, 0.0129, 0.0001], [-0.0183, -0.0144, 0.0193], [-0.0398, -0.0245, -0.0278], [0.0179, 0.0325, 0.0055], [0.0051, -0.0265, -0.0029], [0.0611, -0.0114, 0.0605], [-0.0166, 0.0320, 0.0044], [-0.0203, -0.1120, 0.0370], [0.0407, 0.0246, -0.0354], [-0.0266, 0.0375, -0.0781], [0.0157, -0.1104, -0.1099], [0.0389, 0.1699, -0.2360], [0.0642, -0.0440, 0.0667], [-0.0100, -0.0082, -0.0115], [-0.0379, -0.0262, 0.0329], [-0.0208, -0.0067, 0.0063], [-0.0088, -0.0072, 0.0124], [0.0591, 0.3552, -0.5079], [0.0580, -0.0394, 0.4245], [0.0776, -0.2043, -0.0687], [0.0290, 0.0032, -0.0389], [0.0020, -0.0191, -0.0186], [-0.0323, 0.0062, -0.0155], [-0.0030, 0.0215, 0.0010], [-0.0469, 0.0861, -0.0098], [-0.1693, 0.0380, -0.1510], [0.0410, -0.0375, -0.0221], [-0.0268, 0.0280, 0.0157], [0.0075, -0.0273, -0.0103], [0.0103, 0.0171, 0.0307], [-0.0527, 0.0151, 0.0506], [0.0069, -0.0275, 0.0266], [-0.0166, 0.0043, 0.0054], [0.0008, -0.0059, -0.0051], [0.0472, -0.0010, 0.0034], [0.0451, -0.0015, 0.0166], [-0.0103, 0.0228, 0.0293], [-0.0043, -0.0052, 0.0065], [-0.0051, -0.0010, 0.0047], [-0.0061, -0.0134, -0.0049], [0.0150, -0.0012, -0.0385]]}